(1)
# C49H40N2O2P2RuS

C49H40N2O2P2RuS as an isolated structure (ωB97M-V/def2-TZVPD, the OMol25 dataset).

Structure (XYZ):
```
97
Properties=species:S:1:pos:R:3:forces:R:3
Ru -0.107182 0.317555 -0.830950 -0.12 0.02 0.21
O -0.805218 1.610618 1.659885 -0.03 -0.02 0.02
S -0.126494 0.313235 1.449057 0.08 -0.03 -0.03
C 1.376346 0.420788 2.424314 0.01 -0.01 -0.04
C 1.123343 0.791493 3.761432 0.00 0.01 0.03
C 2.120429 0.870462 4.714968 -0.02 -0.01 0.00
C 3.431574 0.551132 4.324156 0.02 0.00 -0.04
C 4.702198 0.507510 5.097006 -0.01 0.00 0.01
C 5.776572 0.124742 4.061559 0.00 0.00 -0.02
C 5.040602 -0.002282 2.778310 -0.03 0.00 0.04
C 5.492580 -0.287623 1.475328 -0.01 -0.01 -0.04
C 4.568952 -0.248397 0.447940 0.06 0.00 0.02
C 3.193898 0.008239 0.642793 -0.05 0.01 0.07
P 2.226053 0.320739 -0.866871 -0.02 0.02 -0.09
C 3.208961 1.438890 -1.854380 0.03 -0.05 0.04
C 3.990656 0.983269 -2.919154 0.01 -0.01 -0.01
C 4.789174 1.882548 -3.608889 0.00 0.01 0.00
C 4.818176 3.220123 -3.232548 0.00 -0.01 0.00
C 4.045759 3.671273 -2.167206 0.01 0.01 0.00
C 3.236681 2.784957 -1.476657 -0.02 0.01 0.00
C 1.945478 -1.245867 -1.696722 -0.09 0.16 -0.16
C 1.497398 -1.179116 -3.032275 0.03 -0.12 -0.03
C 1.197116 -2.351785 -3.710192 0.01 0.07 0.01
C 1.311320 -3.575777 -3.066211 0.01 -0.02 0.02
C 1.717399 -3.641227 -1.734078 0.01 -0.02 0.01
C 2.028662 -2.484955 -1.044403 0.00 -0.04 0.05
C 2.694050 0.200102 1.963674 -0.03 0.00 -0.05
C 3.674283 0.235458 2.982619 0.01 0.01 0.03
C -0.983344 -1.030091 2.168421 0.00 0.01 -0.04
C -0.392318 -1.836905 3.136984 0.02 0.01 0.00
C -1.105068 -2.796349 3.858315 -0.03 -0.01 0.00
C -2.460490 -2.896995 3.635442 0.04 0.01 0.00
C -3.506388 -3.746441 4.294113 0.00 0.01 0.00
C -4.831796 -3.372098 3.586408 0.01 0.01 0.00
C -4.443194 -2.355768 2.551384 -0.01 0.02 -0.03
C -5.190689 -1.680295 1.618301 0.02 -0.02 0.03
C -4.517156 -0.824164 0.739629 0.01 0.01 -0.01
C -3.143243 -0.589831 0.789244 -0.13 0.06 -0.05
P -2.498758 0.270897 -0.631829 0.19 0.00 0.04
C -3.481244 1.700604 -1.027334 -0.09 -0.09 -0.07
C -4.329293 1.716002 -2.141130 0.03 0.02 0.02
C -5.160012 2.805609 -2.348843 0.00 0.01 0.00
C -5.153413 3.868115 -1.453930 0.00 -0.02 -0.01
C -4.325438 3.843347 -0.335703 0.00 0.02 0.01
C -3.492673 2.761646 -0.113438 0.02 -0.01 0.05
C -2.291371 -0.871935 -1.991501 0.05 0.04 -0.03
C -2.367342 -2.263485 -1.761849 0.01 -0.03 0.03
C -2.326066 -3.135767 -2.828224 0.01 0.00 0.01
C -2.198713 -2.644187 -4.128230 0.01 0.01 -0.01
C -2.067237 -1.276968 -4.364431 -0.01 -0.01 0.01
C -2.091595 -0.390010 -3.308058 -0.05 0.00 -0.01
C -2.362842 -1.200660 1.810283 0.00 -0.03 -0.01
C -3.055584 -2.107664 2.629495 0.01 0.00 0.02
H 0.102254 1.014089 4.048190 0.00 0.00 0.01
H 1.884315 1.158025 5.731513 0.00 0.00 0.00
H 4.630493 -0.210639 5.920381 0.00 0.01 0.00
H 4.900640 1.473471 5.572548 0.00 0.00 0.00
H 6.294662 -0.809195 4.306496 0.00 0.00 0.00
H 6.570711 0.874803 3.976145 0.00 -0.01 0.00
H 6.536124 -0.491331 1.271064 -0.01 0.00 0.00
H 4.924915 -0.388413 -0.566412 0.00 -0.01 0.00
H 3.981440 -0.059826 -3.211064 0.01 0.01 0.00
H 5.394341 1.538813 -4.436966 0.00 0.00 0.00
H 5.451806 3.914267 -3.768701 -0.01 0.00 0.00
H 4.082464 4.712627 -1.876218 0.00 0.00 0.00
H 2.637491 3.136469 -0.643121 -0.02 0.01 0.00
H 1.456309 -0.226747 -3.550556 -0.04 -0.01 0.03
H 0.903069 -2.309060 -4.750096 0.00 0.00 0.00
H 1.101376 -4.490896 -3.604868 0.00 0.00 0.00
H 1.814724 -4.602345 -1.246913 0.00 0.00 0.00
H 2.371124 -2.545292 -0.017846 0.00 0.00 0.01
H 0.659031 -1.721331 3.361376 0.00 -0.01 0.01
H -0.598094 -3.402965 4.596228 0.00 0.00 0.00
H -3.539423 -3.546029 5.366439 0.00 -0.01 0.00
H -3.262752 -4.805044 4.187681 0.00 0.00 0.00
H -5.560235 -2.949047 4.279883 -0.01 -0.01 0.00
H -5.311480 -4.234558 3.122052 -0.01 0.00 0.01
H -6.260620 -1.812556 1.529879 0.00 0.00 0.00
H -5.099360 -0.333602 -0.033814 0.00 0.00 0.00
H -4.374731 0.877731 -2.822526 0.03 -0.03 -0.03
H -5.827638 2.815833 -3.199816 0.00 0.00 0.00
H -5.812851 4.710519 -1.615851 0.00 0.00 0.00
H -4.347400 4.661277 0.371925 0.00 0.00 0.00
H -2.877632 2.724908 0.779263 -0.02 -0.01 0.00
H -2.517326 -2.638302 -0.756897 -0.01 -0.01 -0.01
H -2.429526 -4.199790 -2.661806 0.00 0.00 0.01
H -2.205341 -3.334077 -4.962981 0.00 0.00 0.00
H -1.962906 -0.910913 -5.377332 -0.01 0.01 0.00
H -1.996577 0.672172 -3.485066 -0.02 0.01 -0.01
N -0.083515 3.853407 -3.207867 0.01 0.01 -0.04
C -0.223779 3.103494 -2.121376 -0.06 -0.02 0.14
N -0.357998 3.683517 -0.919398 0.05 0.00 -0.07
O -0.210328 1.836092 -2.245366 0.09 0.00 -0.13
H -0.169089 4.856790 -3.191392 0.01 0.00 0.00
H 0.079055 3.405463 -4.094712 -0.01 0.01 0.00
H -0.456954 4.683900 -0.839914 0.01 0.00 0.01
H -0.684300 3.131593 -0.138258 0.05 0.02 0.00
```
Positions in Å, forces in eV/Å.

**M**: 883.956 g mol⁻¹
**Electronic energy**: -3325.6503 hartree
**Largest force on an atom**: 0.2 eV Å⁻¹
**Net charge**: +4
**Lowest unoccupied orbital energy (spin up / spin down)**: -11.0 / -13.8 eV
**Multiplicity**: 5
**HOMO-LUMO gap (spin up / spin down)**: 6.65 / 4.01 eV

Here are the Löwdin charges for atoms 1 to 4, given in e: number 1, Ru, carries 0.8596; number 2, O, carries -0.4155; number 3, S, carries 0.8315; number 4, C, carries -0.2393

(2)
# C49H41BN3O8

A 4-piece molecular cluster, C49H41BN3O8 overall in a non-equilibrium geometry (ωB97M-V/def2-TZVPD, the OMol25 dataset).

Structure (XYZ):
```
102
Properties=species:S:1:pos:R:3:forces:R:3
C -2.619927 0.298463 6.753455 0.34 0.02 -1.53
C -2.829667 -0.015358 5.414098 -0.33 0.50 1.42
C -3.775230 -1.108372 4.798237 -0.24 0.55 -0.23
C -3.749744 -2.554161 5.444082 1.21 1.33 1.13
C -4.303380 -2.509872 6.962689 0.09 -0.67 -1.72
C -5.763605 -1.892363 7.089817 0.29 -1.19 1.02
N -6.641868 -2.473933 6.045153 0.26 0.68 0.75
N -6.344057 -2.367541 8.401597 -0.09 0.17 -0.09
N -5.799077 -0.423911 7.114756 -0.40 -0.10 -0.51
B -2.248250 -3.122613 5.621019 -1.56 -0.35 -0.93
O -2.005178 -4.483106 5.148810 0.89 1.07 0.74
O -1.131942 -2.466551 6.239159 -0.63 -1.13 0.27
C -0.823692 -2.968358 7.546033 0.94 1.08 0.05
H -3.378221 0.243747 7.562112 0.87 -0.77 -0.71
H -1.568341 0.576491 7.050115 -1.30 0.59 -0.27
H -2.219511 0.593751 4.687580 -0.01 -1.29 0.78
H -3.468399 -1.241378 3.712802 -0.21 0.34 1.04
H -4.817492 -0.668179 4.749597 0.89 -0.61 0.08
H -3.556413 -2.072048 7.689938 -0.92 0.14 -0.22
H -4.415474 -3.603929 7.248139 0.01 1.10 -0.13
H -7.480064 -2.830471 6.503522 0.15 0.49 -0.20
H -6.869111 -1.780395 5.335259 0.12 -0.36 0.09
H -6.014407 -1.744454 9.140010 0.00 -0.39 -0.22
H -6.012072 -3.309385 8.612627 0.03 0.33 -0.06
H -6.759377 -0.086925 6.993612 0.38 -0.35 0.18
H -5.444401 -0.035921 7.986853 0.05 -0.25 -0.26
H -1.839849 -4.476392 4.199063 -0.43 -0.06 0.18
H -1.137955 -4.031987 7.692969 0.28 0.85 -0.01
H 0.295170 -2.843265 7.676301 -1.09 -0.54 -0.03
H -1.279301 -2.258375 8.298540 0.16 -1.01 -0.54
C 3.209143 0.083397 -2.913846 -0.08 -0.01 0.17
C 3.645705 1.360721 -2.572311 0.00 -0.02 0.06
C 3.351595 1.883684 -1.320310 0.07 -0.08 -0.24
C 2.610004 1.137239 -0.408664 0.07 -0.05 -0.27
C 2.152262 -0.132355 -0.759228 0.15 0.05 -0.25
C 2.463387 -0.662384 -2.010659 0.10 0.08 -0.17
C 1.320311 -0.918867 0.182448 -0.30 -0.49 0.11
O 0.924739 -2.032462 -0.127173 0.27 0.97 0.40
C 0.972911 -0.329194 1.494079 -0.12 -0.01 0.13
C 0.144278 -1.032106 2.368484 0.02 0.10 0.15
C -0.176634 -0.492188 3.607870 0.12 -0.21 -0.17
C 0.336474 0.746811 3.982138 0.15 0.00 -0.19
C 1.157718 1.453700 3.113390 -0.12 -0.08 0.17
C 1.470772 0.922896 1.863464 -0.04 -0.02 0.08
C 2.318030 1.700339 0.931970 0.13 0.63 0.43
O 2.765984 2.787685 1.254878 0.00 -0.14 -0.15
H 3.446371 -0.328396 -3.888058 -0.02 0.02 0.05
H 4.217313 1.948460 -3.281966 -0.05 0.01 0.06
H 3.696989 2.875334 -1.056290 -0.11 -0.10 0.15
H 2.120893 -1.654157 -2.282900 -0.06 0.06 0.14
H -0.255126 -1.998244 2.083863 0.10 0.08 -0.08
H -0.823700 -1.037083 4.283815 0.14 0.04 0.01
H 0.090722 1.162953 4.952503 -0.04 -0.06 -0.05
H 1.549968 2.419543 3.408500 0.04 -0.05 -0.17
C 5.120527 6.457360 -0.630485 0.01 0.00 -0.09
C 5.308474 7.836321 -0.677241 -0.02 -0.03 -0.19
C 5.326733 8.495725 -1.899117 0.01 -0.03 0.23
C 5.168541 7.775869 -3.081309 0.02 -0.11 0.22
C 5.004282 6.390674 -3.035377 0.02 0.11 0.23
C 4.969549 5.735421 -1.806180 0.03 0.07 0.18
C 4.883390 5.604529 -4.285937 -0.10 -0.72 0.11
O 4.736072 4.396794 -4.246179 0.04 0.14 -0.04
C 4.953329 6.313305 -5.585904 0.03 0.11 -0.29
C 4.898432 5.582798 -6.771339 0.00 0.03 -0.23
C 4.949900 6.238574 -7.994042 -0.01 0.02 0.16
C 5.047165 7.626931 -8.038191 0.00 -0.02 0.16
C 5.107660 8.358371 -6.859927 0.00 -0.06 -0.22
C 5.070525 7.702811 -5.630809 -0.02 -0.13 -0.26
C 5.171267 8.491102 -4.379185 0.06 0.78 0.05
O 5.260212 9.704760 -4.417434 0.00 -0.20 -0.03
H 5.097094 5.944709 0.324175 -0.03 0.01 -0.07
H 5.438613 8.397374 0.240762 -0.02 -0.03 -0.05
H 5.467962 9.569431 -1.930245 -0.04 -0.08 -0.16
H 4.829090 4.662642 -1.765293 0.03 0.08 -0.15
H 4.819465 4.502616 -6.742585 -0.02 0.09 0.17
H 4.912143 5.667955 -8.914749 -0.01 0.02 0.06
H 5.080058 8.138389 -8.993250 0.00 -0.02 0.06
H 5.188020 9.438065 -6.898987 0.00 -0.08 0.17
C 0.460582 -5.591709 -1.745770 -0.24 0.02 -0.28
C 0.219628 -4.222372 -1.642685 0.21 -0.26 0.11
C -0.721097 -3.620555 -2.467885 0.13 -0.06 0.10
C -1.415563 -4.381593 -3.406577 0.18 -0.07 0.13
C -1.155676 -5.749017 -3.524930 0.07 0.09 0.11
C -0.223702 -6.353793 -2.683864 0.18 0.03 0.17
C -1.849840 -6.561805 -4.550395 0.26 -0.70 0.11
O -1.627757 -7.755254 -4.653452 -0.08 0.17 -0.06
C -2.815647 -5.895667 -5.457887 -0.21 0.11 -0.24
C -3.434748 -6.633782 -6.464950 -0.17 0.03 -0.18
C -4.350207 -6.022725 -7.311291 0.10 0.02 0.14
C -4.658156 -4.674394 -7.149854 0.11 -0.01 0.12
C -4.039816 -3.934058 -6.151666 -0.12 -0.06 -0.19
C -3.109936 -4.540574 -5.309316 -0.17 -0.14 -0.24
C -2.429430 -3.731319 -4.269160 -0.06 0.76 0.24
O -2.696629 -2.551627 -4.132128 0.01 -0.20 -0.11
H 1.188295 -6.063525 -1.095418 -0.05 0.02 -0.03
H 0.764789 -3.618368 -0.915194 -0.39 -0.58 -0.55
H -0.909732 -2.556650 -2.381384 -0.09 -0.09 -0.06
H -0.028319 -7.416675 -2.762766 -0.13 0.07 -0.13
H -3.200977 -7.684021 -6.592620 0.08 0.08 0.16
H -4.826708 -6.597718 -8.097079 0.03 0.02 0.05
H -5.378372 -4.199803 -7.806462 0.04 -0.02 0.04
H -4.278755 -2.884056 -6.032379 0.14 -0.07 0.12
```
Positions in Å, forces in eV/Å.

**M**: 810.692 g mol⁻¹
**Electronic energy**: -2682.8736 hartree
**Largest force on an atom**: 2.1 eV Å⁻¹
**Net charge**: -1
**Lowest unoccupied orbital energy**: -0.1 eV
**HOMO-LUMO gap**: 1.49 eV

Here are the Löwdin charges for atoms 1 to 4, given in e: number 1, C, carries -0.0567; number 2, C, carries -0.1764; number 3, C, carries -0.2596; number 4, C, carries -0.1792

Question: Among the records above, which one has the highest M?
Answer: C49H40N2O2P2RuS

Question: Number 2 is which compound?
Answer: C49H41BN3O8

Question: Which of these has the highest net charge?
Answer: C49H40N2O2P2RuS

Question: What is the M in the second record?
Answer: 810.692 g mol⁻¹